{"formula": "C7H6NO", "method": "the ωB97M-V functional and the def2-TZVPD basis", "total_charge": 1, "multiplicity": 1, "e_above_lowest_ev": 4.276, "orbital_gap_ev": [5.977, 5.934], "elements": ["C", "C", "C", "C", "C", "C", "C", "N", "O", "H", "H", "H", "H", "H", "H"], "positions_angstrom": [[-0.587, -2.954, -2.295], [1.830, 0.462, 0.522], [0.670, 0.697, 1.211], [1.950, 0.691, -0.777], [-0.638, -1.074, -0.781], [-0.635, 1.028, 0.549], [-1.392, -0.229, 0.131], [-0.782, -2.105, -1.463], [2.129, 0.895, -1.881], [2.779, 0.055, 0.891], [0.538, 0.406, 2.368], [-1.300, 1.500, 1.204], [-0.496, 1.536, -0.451], [-2.479, -0.178, -0.325], [-1.586, -0.729, 1.098]]}

{"formula": "C7H6NO6Ti", "method": "the ωB97M-V functional and the def2-TZVPD basis", "total_charge": 1, "s2": 2.0097, "multiplicity": 3, "orbital_gap_ev": [6.841, 8.970], "elements": ["O", "C", "Ti", "C", "O", "C", "O", "C", "O", "C", "O", "H", "C", "C", "N", "O", "H", "H", "H", "H", "H"], "positions_angstrom": [[-0.726, 3.141, -5.983], [-0.728, 2.911, -4.865], [-0.643, 0.670, -0.737], [-1.102, 1.715, 1.085], [-1.063, 1.954, 2.224], [-0.942, -1.415, -1.075], [-0.949, -2.578, -1.108], [1.435, 1.118, -1.265], [2.570, 1.098, -1.476], [-2.716, 0.952, -1.142], [-3.855, 0.858, -1.352], [-0.746, 0.818, -2.337], [2.153, -1.271, 2.091], [0.809, -0.932, 1.592], [-0.260, -1.491, 2.173], [0.662, -0.116, 0.626], [2.236, -0.949, 3.134], [2.921, -0.774, 1.502], [2.309, -2.355, 2.040], [-1.214, -1.278, 1.881], [-0.150, -2.077, 2.992]]}

{"formula": "C7H6O", "method": "the ωB97M-V functional and the def2-TZVPD basis", "multiplicity": 1, "e_above_lowest_ev": 7.395, "orbital_gap_ev": [8.686, 8.687], "elements": ["C", "C", "C", "C", "C", "C", "C", "O", "H", "H", "H", "H", "H", "H"], "positions_angstrom": [[2.180, 0.068, 0.206], [1.676, 1.132, -0.184], [1.682, -1.323, 0.101], [-1.920, 0.195, 0.149], [0.323, 1.121, -0.616], [-0.503, 0.638, 0.611], [-0.060, -0.399, -0.392], [-1.399, -0.794, -0.742], [2.174, -1.936, -0.792], [1.514, -1.744, 1.061], [-2.595, -0.177, 0.872], [-2.654, 0.756, -0.479], [0.042, 1.677, -1.477], [-0.460, 0.786, 1.681]]}

{"formula": "C7H6O4", "method": "the ωB97M-V functional and the def2-TZVPD basis", "smiles": "O=C1C=C2C(=CCO[C@@H]2O)O1", "multiplicity": 1, "e_above_lowest_ev": 1.500, "orbital_gap_ev": 8.641, "elements": ["C", "C", "C", "C", "C", "C", "C", "H", "H", "H", "H", "H", "H", "O", "O", "O", "O"], "positions_angstrom": [[-0.867, -1.007, -0.338], [-1.694, 1.213, 0.045], [-0.303, 1.772, 0.207], [0.677, 0.860, 0.028], [2.750, -0.126, -0.035], [1.684, -1.147, -0.309], [0.493, -0.508, -0.238], [-1.938, -2.238, 0.850], [-1.047, -1.724, -1.147], [-2.414, 1.895, -0.423], [-2.115, 0.998, 1.071], [-0.142, 2.846, 0.414], [1.901, -2.183, -0.457], [-1.218, -1.576, 0.905], [-1.763, 0.010, -0.764], [2.054, 1.105, 0.159], [3.941, -0.189, 0.033]]}

{"formula": "C7H6OS2", "method": "the ωB97M-V functional and the def2-TZVPD basis", "s2": 2.0464, "multiplicity": 3, "e_above_lowest_ev": 0.230, "orbital_gap_ev": [6.715, 5.905], "elements": ["C", "C", "C", "C", "C", "C", "C", "O", "S", "S", "H", "H", "H", "H", "H", "H"], "positions_angstrom": [[-1.056, -0.757, 0.006], [1.395, -1.343, -0.427], [-2.071, 0.103, -0.144], [2.598, -0.784, -0.558], [0.336, -0.390, -0.094], [0.845, 0.835, 0.104], [-0.520, 2.329, 0.389], [3.387, 1.528, 0.611], [-1.948, 1.810, -0.504], [2.527, 1.034, -0.463], [-1.274, -1.807, 0.139], [1.178, -2.394, -0.540], [-3.096, -0.234, -0.141], [3.522, -1.269, -0.817], [-0.631, 2.322, 1.459], [-0.059, 3.197, -0.047]]}

{"formula": "C7H79N4O33", "method": "the ωB97M-V functional and the def2-TZVPD basis", "total_charge": 1, "multiplicity": 1, "orbital_gap_ev": 8.439, "elements": ["C", "N", "C", "N", "C", "N", "N", "C", "O", "C", "O", "C", "C", "O", "H", "H", "H", "H", "H", "H", "H", "H", "H", "H", "H", "H", "H", "H", "H", "H", "H", "H", "H", "O", "H", "H", "O", "H", "H", "O", "H", "H", "O", "H", "H", "O", "H", "H", "O", "H", "H", "O", "H", "H", "O", "H", "H", "O", "H", "H", "O", "H", "H", "O", "H", "H", "O", "H", "H", "O", "H", "H", "O", "H", "H", "O", "H", "H", "O", "H", "H", "O", "H", "H", "O", "H", "H", "O", "H", "H", "O", "H", "H", "O", "H", "H", "O", "H", "H", "O", "H", "H", "O", "H", "H", "O", "H", "H", "O", "H", "H", "O", "H", "H", "O", "H", "H", "O", "H", "H", "O", "H", "H"], "positions_angstrom": [[3.490, -1.371, 1.131], [3.141, -0.876, -0.212], [2.737, 0.530, -0.162], [1.265, 0.648, 0.079], [0.979, 1.408, 1.132], [0.181, 2.435, 0.937], [1.513, 1.060, 2.341], [0.671, 0.192, 3.200], [-0.608, 0.009, 2.663], [-0.767, -1.208, 1.937], [-1.610, -0.963, 0.877], [-2.923, -0.611, 1.295], [-3.900, -0.623, 0.121], [-3.506, -1.446, -0.952], [3.586, -2.448, 1.040], [2.692, -1.201, 1.839], [4.449, -1.013, 1.485], [4.026, -0.859, -0.716], [2.989, 0.957, -1.127], [3.331, 1.021, 0.602], [0.834, 1.096, -0.729], [0.213, 2.888, 0.034], [-0.504, 2.770, 1.598], [1.866, 1.860, 2.854], [0.549, 0.697, 4.149], [1.141, -0.765, 3.406], [-1.131, -2.017, 2.573], [0.192, -1.452, 1.484], [-3.274, -1.338, 2.029], [-2.971, 0.357, 1.779], [-4.822, -1.035, 0.492], [-4.137, 0.399, -0.176], [-2.602, -1.254, -1.234], [-0.219, -1.548, -2.266], [-0.310, -1.429, -1.314], [0.649, -1.962, -2.364], [5.755, 0.398, -0.943], [5.586, 0.794, -0.077], [5.574, 1.112, -1.566], [3.187, 1.042, -3.270], [3.062, 0.085, -3.255], [2.409, 1.385, -3.726], [-5.858, -0.548, 2.475], [-6.812, -0.594, 2.319], [-5.781, -0.507, 3.439], [0.134, 2.057, -3.061], [-0.456, 2.647, -3.550], [-0.194, 1.171, -3.278], [-0.632, -4.275, 0.058], [-0.663, -3.410, 0.479], [-1.257, -4.211, -0.674], [5.040, 2.562, 0.914], [4.870, 2.956, 1.780], [4.863, 3.274, 0.285], [-0.471, -2.054, -5.363], [-0.599, -1.944, -4.414], [0.405, -2.453, -5.434], [4.644, 4.321, -1.785], [3.903, 4.483, -2.380], [5.411, 4.688, -2.246], [2.225, -2.607, -6.413], [1.510, -2.491, -7.051], [2.972, -2.162, -6.828], [-0.031, 4.545, -1.536], [-0.625, 5.136, -2.016], [-0.342, 3.659, -1.771], [4.982, -2.086, 3.577], [4.828, -2.982, 3.896], [5.934, -1.955, 3.693], [3.440, 3.823, 3.210], [3.451, 4.699, 3.616], [2.847, 3.925, 2.456], [0.808, -5.034, -4.255], [1.422, -4.668, -4.907], [0.002, -4.516, -4.368], [-4.281, -2.164, -3.979], [-5.227, -2.221, -4.148], [-4.211, -2.130, -3.017], [-8.138, -1.027, 0.736], [-8.851, -0.920, 0.091], [-7.380, -0.600, 0.320], [8.226, -1.269, 3.769], [8.350, -0.343, 3.525], [9.123, -1.616, 3.801], [9.978, 0.880, 4.001], [9.892, 1.092, 4.938], [9.962, 1.738, 3.561], [-9.739, -0.846, 3.158], [-9.211, -1.404, 3.741], [-9.503, -1.136, 2.266], [3.162, -6.754, -5.721], [3.673, -6.977, -4.935], [2.266, -7.041, -5.509], [-2.692, 4.579, -2.591], [-3.654, 4.567, -2.689], [-2.559, 4.645, -1.637], [-5.973, -3.807, 2.532], [-5.924, -2.881, 2.262], [-5.057, -4.088, 2.615], [-4.881, -0.857, 5.400], [-3.959, -1.128, 5.460], [-5.232, -1.002, 6.286], [-3.675, 2.220, -1.809], [-2.857, 2.631, -2.120], [-3.427, 1.323, -1.557], [-11.044, 1.007, 5.190], [-11.000, 0.385, 5.924], [-10.910, 0.463, 4.403], [-11.178, -1.154, 0.438], [-11.115, -2.030, 0.038], [-11.460, -1.330, 1.345], [-0.464, -6.490, 2.486], [-0.646, -6.149, 3.368], [-0.701, -5.771, 1.887], [6.518, 6.536, -1.175], [7.049, 6.290, -0.408], [5.614, 6.342, -0.904], [6.989, 7.590, 1.307], [6.843, 8.009, 2.162], [6.816, 8.284, 0.660], [2.644, 0.170, -7.520], [3.256, 0.534, -8.170], [1.837, 0.684, -7.636]]}

{"formula": "C7H7AsBr2NaO8S", "method": "the ωB97M-V functional and the def2-TZVPD basis", "total_charge": -1, "multiplicity": 1, "e_above_lowest_ev": 0.000, "orbital_gap_ev": [4.778, 4.733], "elements": ["Na", "Br", "C", "Br", "H", "H", "O", "As", "O", "O", "C", "C", "C", "C", "C", "C", "S", "O", "O", "O", "H", "H", "H", "H", "H", "O", "O"], "positions_angstrom": [[1.706, -2.300, 1.122], [-0.181, -4.410, 0.939], [-1.487, -3.624, -0.339], [-2.912, -2.537, 0.335], [-1.980, -4.498, -0.751], [-0.950, -3.067, -1.128], [3.036, 1.739, 1.244], [2.292, 0.769, 2.644], [2.655, -0.856, 2.706], [0.268, 0.342, 1.901], [-0.037, 1.392, 1.098], [-0.635, 2.527, 1.667], [-1.204, 3.456, 0.887], [-1.454, 3.212, -0.505], [-0.813, 2.099, -1.028], [-0.062, 1.237, -0.298], [1.061, 0.095, -1.240], [0.433, 0.512, -2.531], [2.469, 0.508, -1.097], [0.864, -1.299, -0.906], [2.806, 1.302, 0.401], [-0.674, 2.650, 2.771], [-1.729, 4.376, 1.300], [-2.057, 3.905, -1.039], [-0.894, 1.898, -2.102], [-0.739, -4.927, -3.359], [0.218, -4.504, -2.692]]}

{"formula": "C7H7BN2O4S", "method": "the ωB97M-V functional and the def2-TZVPD basis", "multiplicity": 1, "e_above_lowest_ev": 0.000, "orbital_gap_ev": [6.946, 6.947], "elements": ["B", "C", "C", "C", "C", "C", "C", "C", "N", "N", "O", "O", "O", "O", "S", "H", "H", "H", "H", "H", "H", "H"], "positions_angstrom": [[-0.269, -2.175, 0.171], [0.174, 1.632, 0.048], [1.534, 1.808, 0.095], [1.853, -0.577, -0.070], [0.495, -0.765, -0.101], [-0.373, 0.350, -0.121], [2.404, 0.710, 0.013], [-1.767, 0.128, -0.257], [3.753, 0.895, 0.035], [-4.464, 0.511, -0.225], [-4.323, -0.001, -1.289], [-5.451, 0.808, 0.369], [-1.541, -2.119, 0.410], [0.559, -3.276, 0.174], [-2.918, 0.950, 0.679], [-0.485, 2.489, 0.062], [1.949, 2.801, 0.185], [2.498, -1.442, -0.037], [-2.178, -0.499, -1.034], [4.118, 1.765, 0.380], [4.344, 0.087, 0.125], [0.087, -4.081, 0.387]]}

{"formula": "C7H7BiO6S", "method": "the ωB97M-V functional and the def2-TZVPD basis", "total_charge": 2, "multiplicity": 1, "e_above_lowest_ev": 0.066, "orbital_gap_ev": 5.082, "elements": ["O", "C", "Bi", "C", "O", "C", "O", "C", "O", "C", "O", "H", "C", "S", "C", "O", "H", "H", "H", "H", "H", "H"], "positions_angstrom": [[0.142, 5.862, -0.520], [0.186, 5.012, -1.270], [0.259, 0.156, -2.554], [0.327, -2.343, -1.731], [0.009, -3.261, -1.141], [0.073, -2.065, -4.817], [0.141, -1.941, -5.957], [2.707, -0.125, -1.732], [3.680, -0.388, -1.165], [-2.161, -0.275, -1.822], [-3.077, -0.538, -1.195], [0.361, 2.071, -2.299], [0.131, -1.470, 2.958], [-0.748, -0.488, 1.812], [-0.785, 1.043, 2.693], [0.155, -0.282, 0.617], [-0.386, -1.542, 3.907], [1.106, -1.020, 3.088], [0.241, -2.465, 2.543], [0.247, 1.365, 2.815], [-1.341, 1.776, 2.110], [-1.267, 0.916, 3.660]]}

{"formula": "C7H7Cl", "method": "the ωB97M-V functional and the def2-TZVPD basis", "smiles": "C=C1C=CC/C1=C\\Cl", "multiplicity": 1, "e_above_lowest_ev": 1.660, "orbital_gap_ev": 8.892, "elements": ["C", "C", "C", "C", "C", "C", "C", "H", "H", "H", "H", "H", "H", "H", "Cl"], "positions_angstrom": [[-1.841, 0.696, -0.007], [-0.685, 0.005, 0.041], [-0.502, -1.459, 0.168], [1.026, -1.625, 0.001], [1.662, -0.429, -0.175], [0.683, 0.710, -0.045], [0.925, 2.021, 0.048], [-1.953, 1.735, -0.052], [-1.032, -1.756, 1.128], [-1.055, -2.034, -0.677], [1.426, -2.629, -0.254], [2.730, -0.354, -0.274], [1.949, 2.435, -0.172], [0.149, 2.742, 0.351], [-3.482, -0.059, -0.082]]}

| no. | M (g/mol) | strongest force on any atom (eV/Å) |
| --- | --- | --- |
| 1 | 120.13 | 4.85 |
| 2 | 247.99 | 4.85 |
| 3 | 106.12 | 3.86 |
| 4 | 154.12 | 3.04 |
| 5 | 170.26 | 7.89 |
| 6 | 747.70 | 2.53 |
| 7 | 508.91 | 5.02 |
| 8 | 226.02 | 1.58 |
| 9 | 428.17 | 5.51 |
| 10 | 126.59 | 2.33 |